DFT (ωB97M-V with the def2-TZVPD basis set) results for C51H45F6HgN8O3P2Se2 as an isolated structure.

Results
* molecular weight: 1352.42 g/mol
* gap between HOMO and LUMO (spin up / spin down): 0.1956 / 0.1816 hartree
* multiplicity: 2
* <S²>: 0.7533
* electronic energy: -241430.6891 eV
* total charge: -2

Atoms and positions in Å:
Hg (1.34695, -1.05585, -1.24474)
Se (2.65741, 5.70792, 1.36755)
P (-0.90956, 4.24753, 1.38654)
C (-0.42878, 4.72073, 3.08748)
C (0.33172, 4.05128, 4.06352)
C (0.62536, 4.63630, 5.29487)
C (0.14042, 5.90861, 5.58660)
C (-0.63135, 6.57384, 4.65309)
C (-0.87270, 6.00662, 3.41053)
C (-2.61443, 3.59183, 1.63826)
C (-3.21263, 2.91534, 0.56812)
C (-4.57077, 2.60020, 0.58599)
C (-5.33500, 2.87184, 1.75014)
C (-4.72037, 3.51897, 2.81846)
C (-3.37849, 3.87549, 2.77996)
C (-0.09545, 2.76069, 0.69671)
C (0.38715, 1.47748, 1.02656)
N (0.67064, 0.88478, -0.16270)
N (0.38154, 1.73604, -1.12743)
N (-0.06255, 2.87238, -0.65873)
P (0.73915, 0.57997, 2.52223)
Se (0.95955, -1.48640, 2.10945)
C (-0.62512, 0.84835, 3.67815)
C (-1.89819, 0.62788, 3.20734)
C (-3.00589, 0.70588, 4.07008)
C (-2.79863, 0.95338, 5.42615)
C (-1.51153, 1.18043, 5.89731)
C (-0.42322, 1.13868, 5.02834)
C (2.20516, 1.32024, 3.26345)
C (2.86622, 0.66700, 4.31599)
C (4.00673, 1.18669, 4.86737)
C (4.59088, 2.34542, 4.33988)
C (3.93263, 3.02254, 3.29485)
C (2.77291, 2.47938, 2.72817)
H (0.72416, 3.08022, 3.84800)
H (1.21640, 4.05003, 6.00960)
H (0.32010, 6.40185, 6.54798)
H (-1.02158, 7.57301, 4.92021)
H (-1.37999, 6.57473, 2.62361)
H (-2.62523, 2.69449, -0.32702)
H (-5.04387, 2.08777, -0.24862)
H (-6.35717, 2.57230, 1.82283)
H (-5.33050, 3.68406, 3.68618)
H (-2.96080, 4.40989, 3.62970)
H (-2.02953, 0.47970, 2.13755)
H (-4.01002, 0.62440, 3.65850)
H (-3.62889, 1.02114, 6.12810)
H (-1.33584, 1.44195, 6.92908)
H (0.56536, 1.46253, 5.36727)
H (2.42728, -0.24892, 4.67162)
H (4.54565, 0.67080, 5.64358)
H (5.56192, 2.69832, 4.68639)
H (4.33542, 3.93428, 2.89231)
H (2.26368, 3.02142, 1.94768)
C (-5.23155, 0.55435, -2.67181)
C (-4.08129, -0.24141, -2.04203)
C (-2.93887, -0.35540, -2.96336)
N (-2.11764, -0.38902, -3.75863)
H (-6.10698, 0.57201, -2.03555)
H (-5.45604, 0.18584, -3.67238)
H (-4.86079, 1.59466, -2.82250)
H (-4.38087, -1.24430, -1.77195)
H (-3.72565, 0.23154, -1.12502)
C (-1.77205, -4.00207, 2.52816)
N (-1.79536, -3.64968, 1.10209)
C (-2.38967, -2.36968, 0.79321)
C (-0.81390, -4.10389, 0.27121)
O (-0.45167, -3.46559, -0.69794)
N (-0.26983, -5.35920, 0.55813)
C (0.96890, -5.69654, -0.11467)
C (-1.25314, -6.43453, 0.56730)
H (-1.78013, -3.11796, 3.17528)
H (-0.85348, -4.56234, 2.76046)
H (-2.60575, -4.67911, 2.76227)
H (-3.31300, -2.28638, 1.34910)
H (-2.58378, -2.32205, -0.30627)
H (-1.72177, -1.53610, 1.03361)
H (1.51419, -4.76468, -0.30775)
H (0.84783, -6.19461, -1.09039)
H (1.57727, -6.28130, 0.53769)
H (-2.05397, -6.20981, 1.29764)
H (-0.79266, -7.37945, 0.89708)
H (-1.70691, -6.61018, -0.40765)
N (6.60954, 4.15479, -4.33750)
C (5.89435, 3.42213, -3.80855)
C (4.97218, 2.51148, -3.22462)
C (5.02196, 2.21196, -1.88368)
C (4.13174, 1.25111, -1.42111)
N (3.22920, 0.65578, -2.17790)
C (3.15023, 0.98365, -3.48025)
C (4.01309, 1.89925, -4.04050)
H (5.70203, 2.68753, -1.19598)
H (4.12014, 0.96707, -0.35791)
H (2.39184, 0.45795, -4.08920)
H (3.96268, 2.13102, -5.08544)
F (-0.90951, -3.34644, -10.38353)
C (-0.57757, -4.30980, -9.46394)
F (0.48649, -4.95401, -9.98680)
F (-1.62446, -5.15085, -9.44397)
C (-0.26421, -3.74969, -8.07478)
C (-1.14234, -3.95104, -7.03882)
C (-0.80337, -3.49524, -5.76632)
C (0.39329, -2.84729, -5.50681)
C (1.26006, -2.61930, -6.57755)
C (0.96398, -3.09980, -7.84293)
C (0.64686, -2.35675, -4.18091)
C (0.91251, -1.92098, -3.09257)
H (-2.05600, -4.50217, -7.14908)
H (-1.49084, -3.70905, -4.95603)
H (2.21859, -2.15637, -6.37667)
H (1.68708, -2.98859, -8.62619)
F (5.17530, -3.98530, -2.98381)
C (4.14754, -3.25104, -2.45428)
F (3.05464, -4.04328, -2.62456)
F (3.99840, -2.17318, -3.26264)
C (4.34499, -2.85020, -0.92894)
O (5.37893, -3.25541, -0.42310)
O (3.39291, -2.20646, -0.44249)